No. 1
C30H50BrHgN3P2S | the ωB97M-V functional and the def2-TZVPD basis

Element x y z (Å)
H -2.046 -1.113 -4.493
H -4.037 -3.570 -3.001
P -1.824 -1.928 -1.537
C 4.353 0.458 0.607
C 3.830 4.435 -1.918
H -0.323 1.570 5.516
C -4.325 -3.276 -1.984
C -2.961 -0.873 -3.942
C -2.687 -0.604 -2.471
N -1.486 -0.145 5.041
C -1.188 -3.991 -3.423
H 4.572 -0.493 1.112
H -3.383 0.035 -4.385
H -3.540 4.474 -0.399
C -3.219 3.488 -0.080
H 4.798 0.430 -0.397
H -2.609 -4.099 -0.902
H 2.163 -0.059 6.312
H 1.147 -1.519 6.575
H -0.389 -4.382 -4.063
C -0.936 3.830 -1.171
H -3.526 0.103 5.311
C -3.119 -3.135 -1.061
H -0.452 1.533 -0.401
S -0.809 -2.040 3.317
C -1.475 1.810 -0.105
N 4.061 4.077 -3.181
C 2.536 4.550 -1.401
C -2.317 0.929 0.572
H 0.217 -2.983 -2.131
H -1.406 0.986 6.822
C 2.956 0.468 -2.635
H 3.877 -3.584 -0.808
C -4.046 2.621 0.657
H -3.697 -1.670 -4.091
H -3.043 -0.153 3.604
H 3.291 3.532 -5.027
H -3.618 -0.385 -1.927
P 1.724 -0.438 -0.196
C 0.128 4.116 -1.716
N 0.828 -0.442 4.785
H -4.970 -4.066 -1.581
H 1.240 -0.832 -2.516
C 2.860 0.774 0.586
C -0.683 -2.736 -2.725
H 1.849 -0.540 2.936
H -4.930 -2.360 -2.021
C 1.455 4.230 -2.246
H -3.077 -1.528 4.731
C -3.582 1.331 0.948
H 3.711 -0.324 -2.693
Hg -0.119 -0.433 1.492
H 1.605 -2.817 -0.206
H 4.862 1.259 1.162
H -2.090 -0.141 0.743
H 2.831 -2.245 0.933
H 2.676 1.738 0.083
H 2.862 -0.568 4.385
H -3.456 -2.787 -0.070
Br -4.632 -0.146 1.637
C 3.042 3.823 -4.001
C 2.463 -2.128 -0.100
H 2.366 4.827 -0.367
H -1.454 -4.781 -2.711
H 1.944 -2.038 3.898
H 0.918 0.834 -2.045
H 4.707 4.626 -1.290
H 0.894 3.666 -4.260
C -1.302 1.134 5.738
C 1.160 -0.484 6.207
H -2.058 0.293 -2.359
H 2.738 0.774 -3.665
H 4.462 -1.940 -1.031
H 3.403 1.338 -2.142
C 3.561 -2.566 -1.077
H -2.047 -3.790 -4.074
H 3.215 -2.604 -2.118
C 1.658 0.023 -1.964
C -1.922 3.090 -0.449
C 1.934 -0.942 3.955
H -0.371 -1.983 -3.466
C 1.706 3.899 -3.585
H 0.475 0.118 6.797
C -0.464 -0.796 4.464
H -5.029 2.937 0.982
C -2.860 -0.455 4.647
H 2.515 0.915 1.625
H -2.085 1.836 5.425

Charge = +2
LUMO level = -7.05 eV
Gap between HOMO and LUMO = 5.88 eV
Energy relative to the best compared isomer or geometry (same formula, charge and spin) = 0.0000 eV
DFT total energy = -5145.10318 Eh

Mulliken population analysis, charges in e, atoms 1 to 8:
1 H 0.284
2 H 0.194
3 P 0.884
4 C -1.524
5 C -0.454
6 H 0.442
7 C -1.250
8 C -1.376

=====

No. 2
C3HO6 | the ωB97M-V functional and the def2-TZVPD basis

Element x y z (Å)
O -3.717 0.454 1.165
O -1.640 -1.669 -0.399
O 0.472 1.016 0.146
C -0.738 0.647 0.013
O -1.755 1.236 -0.187
C -3.450 0.316 0.047
O -3.850 0.133 -1.065
H 0.876 -0.410 0.567
O 0.397 -1.331 0.365
C -0.805 -0.929 -0.027

Charge = -1
LUMO level = 3.94 eV
Gap between HOMO and LUMO = 9.57 eV
Energy relative to the best compared isomer or geometry (same formula, charge and spin) = 0.3617 eV
DFT total energy = -566.48692 Eh

Mulliken population analysis, charges in e, atoms 1 to 8:
1 O -0.468
2 O -0.557
3 O -0.770
4 C 0.677
5 O -0.517
6 C 0.793
7 O -0.515
8 H 0.432

=====

No. 3
C9H5Cl3O2 | the ωB97M-V functional and the def2-TZVPD basis

Element x y z (Å)
C -3.009 -1.120 -0.682
O -1.685 -1.302 -0.636
C -2.166 0.618 0.402
H -4.355 0.432 0.053
O 0.369 2.165 0.954
C 2.619 -0.435 -0.048
C 0.264 -0.104 0.139
Cl 3.368 -1.266 1.367
H -2.039 1.536 0.936
C 1.236 -0.972 -0.239
H 3.282 -0.622 -0.895
C 0.899 1.182 0.517
C -3.366 0.041 -0.057
C -1.158 -0.239 0.021
C 2.409 1.045 0.249
Cl 2.906 2.048 -1.168
Cl 1.025 -2.549 -0.819
H 2.990 1.411 1.098
H -3.586 -1.868 -1.190

Charge = 0
LUMO level = -0.62 eV
Gap between HOMO and LUMO = 7.98 eV
DFT total energy = -1876.99761 Eh
Structure (SMILES) = O=C1C(c2ccco2)=C(Cl)[C@H](Cl)[C@H]1Cl

Mulliken population analysis, charges in e, atoms 1 to 8:
1 C -0.494
2 O -0.307
3 C -0.386
4 H 0.438
5 O -0.570
6 C -0.156
7 C 0.216
8 Cl -0.181

=====

No. 4
C17H8F9N4O2PtS | the ωB97M-V functional and the def2-TZVPD basis

Element x y z (Å)
H -4.578 4.004 -2.145
C 2.461 0.494 -1.978
N 4.321 -2.961 1.840
C -3.959 -0.802 -2.447
O 0.544 -0.323 1.564
H -2.776 4.892 -0.700
H -3.999 -1.874 -2.589
F 4.647 0.132 -2.890
F 3.128 2.474 -3.157
C -2.823 3.842 -0.949
F 2.381 -1.616 -3.055
N 3.616 1.463 2.137
C 2.724 -0.936 1.794
C -0.702 3.501 0.382
C -4.934 0.018 -3.013
C 1.976 -0.360 -3.188
H -5.728 -0.419 -3.600
C -4.889 1.376 -2.809
C 3.219 0.400 1.979
F 1.015 2.203 -2.775
H 0.207 3.565 -0.221
C 3.600 -2.071 1.817
C -2.905 -0.263 -1.700
C -1.827 2.980 -0.448
F 0.628 -0.384 -3.238
C 2.259 2.006 -2.283
N -1.854 1.681 -0.727
F 2.337 2.720 -1.165
F 4.527 1.179 -1.010
O 1.812 0.148 -0.816
N 1.472 -1.131 1.612
H -0.506 2.835 1.223
C -3.816 3.350 -1.743
Pt -0.133 0.455 -0.539
C 3.983 0.213 -1.745
H -5.655 2.016 -3.228
C -3.861 1.968 -2.030
F 4.137 -0.933 -1.084
H -0.928 4.494 0.759
F 2.399 0.113 -4.348
C -2.857 1.159 -1.490
S -1.722 -1.277 -1.044

Charge = +1
LUMO level (spin up / spin down) = -4.49 / -6.70 eV
Gap between HOMO and LUMO (spin up / spin down) = 7.73 / 6.80 eV
2S+1 = 5
DFT total energy = -2438.03866 Eh

Mulliken population analysis, charges in e, atoms 1 to 8:
1 H 0.454
2 C 0.647
3 N -0.322
4 C -0.384
5 O -0.449
6 H 0.424
7 H 0.464
8 F -0.238

=====

No. 5
C27H26N2O5 | the ωB97M-V functional and the def2-TZVPD basis

Element x y z (Å)
C 2.912 5.535 4.773
C -2.318 0.194 -4.007
C -2.267 -2.722 -6.446
N -0.051 -2.254 -0.585
H 1.019 2.386 3.646
H -0.965 -4.292 -5.806
C -3.111 -0.066 -6.382
C 2.429 -1.381 2.684
H 1.870 -1.214 0.626
H -2.609 -4.817 -6.189
C 1.556 3.263 3.972
H -1.493 -4.416 -7.492
C 1.059 4.506 3.634
H -2.727 1.193 -4.129
O -1.507 -2.491 -4.162
H -3.398 -2.827 -3.360
C 0.506 -2.457 1.699
C -2.115 -1.950 -5.295
C 1.632 -1.637 1.589
H -2.435 -4.283 -3.656
H -0.661 -3.659 3.039
C 0.148 7.126 3.028
C 3.430 -0.564 5.379
N -0.787 -2.494 -1.693
H -2.797 -0.277 -3.149
H -2.982 -2.724 -8.457
C 0.203 -3.018 2.941
H 3.308 -0.759 2.593
H 0.149 4.566 3.059
C -2.526 -0.616 -5.251
C 3.400 4.294 5.101
H -1.192 -3.395 0.737
C 1.730 5.660 4.034
C -2.858 -2.137 -7.559
O 2.904 -1.771 5.023
H -0.721 6.711 3.548
H 4.312 4.214 5.673
H 1.788 0.493 4.400
C -2.379 -3.234 -3.334
H 0.034 8.205 2.942
C 0.994 -2.765 4.043
C 3.280 1.845 5.095
O 1.333 6.926 3.762
C -3.283 -0.823 -7.527
O 4.379 -0.550 6.121
H -3.435 0.964 -6.362
H 3.423 6.436 5.073
C -1.802 -4.146 -6.485
H 4.234 1.872 5.607
C 2.108 -1.939 3.921
H -0.401 -2.059 -2.526
H -3.743 -0.383 -8.399
H 0.769 -3.198 5.004
H -1.254 0.276 -3.787
C 2.731 3.125 4.714
C -0.338 -2.747 0.557
H 0.218 6.689 2.027
C -1.913 -3.226 -1.876
O -2.530 -3.821 -1.019
C 2.740 0.633 4.888

Charge = 0
LUMO level = -0.10 eV
Gap between HOMO and LUMO = 8.22 eV
Energy relative to the best compared isomer or geometry (same formula, charge and spin) = 3.6581 eV
DFT total energy = -1530.14919 Eh
Structure (SMILES) = COc1ccc(/C=C/C(=O)Oc2ccc(/C=N/NC(=O)COc3c(C)cccc3C)cc2)cc1

Mulliken population analysis, charges in e, atoms 1 to 8:
1 C -0.576
2 C -1.170
3 C 0.746
4 N -1.110
5 H 0.319
6 H 0.367
7 C -0.772
8 C -0.100